1.
# BrPd

A structure of composition BrPd (wB97M-V/def2-TZVPD, the Open Molecules 2025 dataset).

Molar mass = 186.3 Da
DFT total energy = -2701.4703 a.u.
LUMO level (spin up / spin down) = -7.41 / -8.77 eV
Kohn-Sham gap (spin up / spin down) = 7.9 / 6.1 eV
Relative energy (zero: lowest compared OMol25 entry of this formula, charge and spin) = 110.32 kJ/mol

Structure (ORCA input):
```
! wB97M-V def2-TZVPD RIJCOSX def2/J DEFGRID3
* xyz 1 3
Pd 18.300 3.829 10.629
Br 21.565 3.201 8.500
*
```

=====

2.
# BrSr

A structure of composition BrSr (wB97M-V/def2-TZVPD, the Open Molecules 2025 dataset).

Molar mass = 167.5 Da
DFT total energy = -2604.5219 a.u.
LUMO level = -5.90 eV
Kohn-Sham gap = 8.0 eV
Relative energy (zero: lowest compared OMol25 entry of this formula, charge and spin) = 0.00 kJ/mol

Structure (ORCA input):
```
! wB97M-V def2-TZVPD RIJCOSX def2/J DEFGRID3
* xyz 1 1
Sr 0.932 -0.867 -0.362
Br -0.932 0.867 0.362
*
```

=====

3.
# C101H217N11O13

A cluster of 13 separate species, C101H217N11O13 in total in a non-equilibrium geometry (wB97M-V/def2-TZVPD, the Open Molecules 2025 dataset).

Molar mass = 1793.9 Da
DFT total energy = -5558.2884 a.u.
LUMO level = 0.34 eV
Kohn-Sham gap = 8.5 eV
Relative energy (zero: lowest compared OMol25 entry of this formula, charge and spin) = 129.45 kJ/mol

Structure (ORCA input):
```
! wB97M-V def2-TZVPD RIJCOSX def2/J DEFGRID3
* xyz 0 1
C -0.364 -6.340 -3.870
O -0.571 -5.088 -4.557
H -1.239 -6.977 -4.010
H 0.483 -6.891 -4.305
H -0.228 -6.185 -2.811
H -0.232 -5.136 -5.451
C -1.817 -5.098 -0.135
O -3.189 -5.191 -0.177
H -1.479 -4.481 -0.948
H -1.702 -4.628 0.762
H -1.353 -6.067 -0.083
H -3.553 -5.895 -0.766
C -6.346 -3.599 -6.745
C -6.069 -2.876 -5.437
C -4.709 -3.305 -4.769
C -3.413 -2.723 -5.459
C -3.601 -1.224 -5.680
C -4.915 -0.828 -6.375
N -6.024 -1.416 -5.559
O -7.257 -0.959 -6.113
C -4.966 0.697 -6.261
C -4.823 -1.251 -7.891
C -7.246 -3.112 -4.492
H -7.105 -3.038 -7.254
H -6.649 -4.602 -6.472
H -5.486 -3.650 -7.409
H -4.647 -3.007 -3.714
H -4.679 -4.423 -4.667
H -3.306 -3.287 -6.409
H -2.636 -2.815 -4.670
H -2.807 -0.655 -6.116
H -3.843 -0.863 -4.703
H -5.794 1.113 -6.796
H -4.984 0.882 -5.219
H -4.008 1.183 -6.647
H -5.830 -1.160 -8.292
H -4.198 -0.535 -8.386
H -4.463 -2.253 -7.928
H -7.101 -2.526 -3.555
H -7.320 -4.195 -4.263
H -8.206 -2.749 -4.877
H -7.623 -0.377 -5.417
C -2.032 -2.041 4.822
C -1.093 -2.943 5.599
C 0.265 -2.895 4.828
C 1.483 -3.533 5.657
C 1.505 -2.679 6.929
C 0.195 -2.679 7.802
N -0.958 -2.271 6.957
O -2.115 -2.393 7.818
C 0.045 -4.046 8.540
C 0.356 -1.549 8.861
C -1.666 -4.327 5.744
H -1.577 -1.066 4.609
H -2.937 -1.876 5.391
H -2.376 -2.526 3.934
H 0.086 -3.231 3.811
H 0.444 -1.771 4.764
H 2.437 -3.573 5.198
H 1.226 -4.557 5.954
H 1.612 -1.653 6.571
H 2.303 -3.015 7.547
H 0.746 -4.043 9.392
H -0.939 -4.221 9.000
H 0.342 -4.883 7.990
H 1.415 -1.567 9.215
H -0.015 -0.634 8.434
H -0.153 -1.710 9.818
H -2.716 -4.316 6.118
H -1.039 -4.858 6.481
H -1.557 -4.875 4.802
H -2.440 -1.546 7.490
C -7.437 4.998 -4.383
C -6.306 5.465 -3.443
C -6.742 6.452 -2.281
C -5.608 6.568 -1.242
C -5.215 5.165 -0.691
C -4.717 4.217 -1.768
N -5.768 4.183 -2.765
O -5.508 3.227 -3.855
C -3.323 4.599 -2.345
C -4.501 2.857 -1.059
C -5.268 6.147 -4.343
H -7.113 4.660 -5.400
H -8.114 5.849 -4.587
H -8.067 4.238 -3.896
H -7.006 7.429 -2.568
H -7.633 6.066 -1.763
H -6.031 7.133 -0.405
H -4.682 7.163 -1.545
H -5.963 4.656 -0.141
H -4.337 5.321 0.041
H -2.535 4.468 -1.575
H -3.090 3.955 -3.215
H -3.218 5.669 -2.660
H -4.174 2.190 -1.766
H -3.749 3.019 -0.284
H -5.455 2.530 -0.673
H -4.429 6.678 -3.841
H -5.756 7.046 -4.843
H -5.010 5.434 -5.066
H -4.690 3.517 -4.316
C -6.154 -1.298 0.051
C -6.796 -2.058 1.258
C -8.001 -2.883 0.851
C -8.412 -3.893 1.988
C -7.259 -4.817 2.420
C -6.001 -3.972 2.833
N -5.771 -2.969 1.780
O -4.686 -2.184 2.259
C -6.233 -3.347 4.215
C -4.765 -4.866 2.894
C -7.234 -1.007 2.317
H -5.573 -0.496 0.346
H -6.982 -0.831 -0.483
H -5.500 -1.969 -0.518
H -8.854 -2.245 0.655
H -7.752 -3.393 -0.076
H -9.287 -4.443 1.552
H -8.918 -3.305 2.792
H -7.088 -5.549 1.609
H -7.509 -5.319 3.344
H -5.916 -4.005 4.993
H -5.586 -2.504 4.332
H -7.231 -2.956 4.373
H -4.981 -5.760 3.439
H -4.474 -4.958 1.884
H -3.960 -4.362 3.446
H -7.957 -0.337 1.795
H -6.373 -0.427 2.651
H -7.760 -1.450 3.195
H -3.999 -2.493 1.714
C 6.166 2.381 6.303
C 5.742 1.064 5.654
C 4.910 1.461 4.362
C 5.816 1.801 3.143
C 6.837 0.669 2.946
C 7.768 0.489 4.179
N 6.836 0.175 5.290
O 7.588 -0.260 6.453
C 8.686 -0.753 3.886
C 8.724 1.695 4.378
C 4.721 0.382 6.555
H 7.138 2.354 6.867
H 5.441 2.777 6.978
H 6.402 3.166 5.579
H 4.258 0.634 4.150
H 4.272 2.284 4.649
H 6.364 2.681 3.345
H 5.122 1.997 2.227
H 7.379 0.890 2.054
H 6.385 -0.382 2.829
H 9.393 -0.824 4.720
H 8.080 -1.692 3.818
H 9.423 -0.535 3.092
H 8.183 2.654 4.398
H 9.279 1.613 5.311
H 9.364 1.766 3.552
H 3.912 1.176 6.872
H 5.147 0.063 7.495
H 4.213 -0.461 6.095
H 7.489 -1.211 6.340
C -1.218 2.596 -5.132
C -1.163 3.905 -5.852
C 0.096 3.809 -6.756
C 0.057 4.704 -7.949
C -1.140 4.329 -8.844
C -2.475 4.437 -8.086
N -2.310 3.766 -6.779
O -3.521 3.828 -6.153
C -2.854 5.971 -7.862
C -3.509 3.708 -8.857
C -1.189 5.138 -4.967
H -2.078 2.542 -4.432
H -0.295 2.398 -4.588
H -1.433 1.786 -5.831
H 0.958 4.081 -6.161
H 0.326 2.732 -7.012
H 0.979 4.515 -8.525
H -0.061 5.758 -7.679
H -0.916 3.313 -9.182
H -1.248 4.862 -9.764
H -2.082 6.584 -7.346
H -3.041 6.468 -8.811
H -3.768 5.914 -7.290
H -3.186 2.661 -8.942
H -4.495 3.769 -8.468
H -3.597 4.044 -9.892
H -0.716 4.844 -4.058
H -2.202 5.476 -4.741
H -0.649 5.968 -5.441
H -3.986 2.954 -6.291
C 2.909 -5.289 -3.655
C 3.243 -3.762 -3.696
C 4.450 -3.619 -4.647
C 4.622 -2.266 -5.332
C 3.250 -1.929 -5.925
C 2.168 -1.840 -4.842
N 2.008 -3.167 -4.289
O 1.038 -3.164 -3.264
C 2.426 -0.744 -3.834
C 0.885 -1.540 -5.573
C 3.701 -3.194 -2.307
H 3.908 -5.761 -3.557
H 2.432 -5.530 -4.566
H 2.311 -5.516 -2.781
H 5.349 -3.905 -4.085
H 4.351 -4.434 -5.351
H 5.410 -2.274 -6.136
H 4.886 -1.520 -4.626
H 2.908 -2.726 -6.576
H 3.284 -0.911 -6.402
H 1.697 -0.773 -2.977
H 3.447 -0.753 -3.392
H 2.235 0.165 -4.421
H 0.944 -0.811 -6.409
H 0.649 -2.499 -6.062
H 0.080 -1.203 -4.968
H 4.209 -2.205 -2.371
H 4.345 -4.007 -1.902
H 2.803 -3.149 -1.661
H 0.408 -3.878 -3.605
C 1.569 5.708 4.117
C 2.446 4.721 4.930
C 2.520 5.138 6.372
C 1.286 4.749 7.187
C 1.086 3.247 7.009
C 0.791 2.874 5.558
N 1.955 3.380 4.820
O 1.711 3.189 3.460
C 0.931 1.269 5.337
C -0.609 3.393 5.087
C 3.862 4.821 4.326
H 0.570 5.805 4.497
H 1.400 5.264 3.098
H 2.064 6.711 4.100
H 3.424 4.597 6.755
H 2.821 6.187 6.380
H 0.412 5.254 6.790
H 1.306 4.960 8.250
H 0.211 2.963 7.637
H 1.980 2.633 7.385
H 1.899 1.040 5.725
H 0.126 0.755 5.883
H 0.736 1.157 4.257
H -1.476 2.823 5.457
H -0.856 4.411 5.249
H -0.632 3.322 3.986
H 3.869 4.273 3.371
H 4.553 4.312 4.977
H 4.255 5.833 4.162
H 1.882 2.261 3.296
C 5.392 6.672 -0.632
C 4.558 5.378 -0.579
C 3.391 5.677 0.386
C 2.464 4.478 0.435
C 1.940 4.313 -0.995
C 3.050 4.000 -2.025
N 4.113 5.048 -1.945
O 5.183 4.553 -2.692
C 3.543 2.542 -1.775
C 2.421 4.102 -3.443
C 5.475 4.281 0.094
H 5.700 7.129 0.348
H 4.789 7.424 -1.128
H 6.172 6.581 -1.326
H 3.841 5.948 1.317
H 2.879 6.594 0.062
H 1.559 4.710 1.057
H 2.881 3.550 0.726
H 1.511 5.266 -1.292
H 1.132 3.547 -1.049
H 4.262 2.350 -2.521
H 3.806 2.351 -0.740
H 2.686 1.882 -2.067
H 1.502 3.449 -3.642
H 2.172 5.135 -3.589
H 3.007 3.698 -4.231
H 4.823 3.461 0.418
H 5.873 4.716 0.990
H 6.274 3.810 -0.502
H 5.296 5.264 -3.340
C 1.933 -1.141 0.418
C 0.513 -0.520 0.437
C 0.666 0.984 0.544
C -0.501 1.855 0.253
C -1.011 1.538 -1.162
C -1.309 0.012 -1.283
N -0.125 -0.697 -0.936
O -0.389 -2.104 -1.181
C -2.580 -0.350 -0.431
C -1.570 -0.161 -2.806
C -0.340 -1.147 1.560
H 2.229 -1.171 1.468
H 2.577 -0.571 -0.201
H 1.732 -2.161 0.077
H 1.067 1.275 1.533
H 1.415 1.354 -0.150
H -0.196 2.888 0.353
H -1.302 1.711 0.982
H -0.174 1.883 -1.812
H -1.933 2.079 -1.389
H -2.665 -1.443 -0.246
H -2.587 0.229 0.506
H -3.437 -0.159 -1.063
H -2.484 0.418 -3.060
H -0.743 0.375 -3.295
H -1.621 -1.164 -3.257
H 0.383 -1.537 2.306
H -1.018 -1.955 1.252
H -0.862 -0.360 2.110
H 0.206 -2.301 -1.917
C 5.639 -3.690 1.664
C 5.219 -4.578 2.857
C 3.802 -5.123 2.514
C 3.430 -6.315 3.398
C 4.524 -7.376 3.163
C 5.901 -6.911 3.560
N 6.203 -5.704 2.775
O 7.450 -5.173 3.266
C 5.919 -6.660 5.045
C 6.917 -7.991 3.161
C 5.316 -3.778 4.188
H 4.791 -2.970 1.369
H 5.807 -4.362 0.782
H 6.565 -3.127 1.916
H 3.082 -4.337 2.612
H 3.826 -5.409 1.443
H 2.448 -6.721 3.162
H 3.270 -6.076 4.420
H 4.471 -7.640 2.095
H 4.360 -8.282 3.734
H 6.085 -7.670 5.536
H 6.844 -6.098 5.260
H 5.004 -6.260 5.493
H 7.956 -7.748 3.393
H 6.674 -8.921 3.708
H 6.896 -8.166 2.064
H 5.033 -2.723 3.888
H 6.353 -3.759 4.488
H 4.675 -4.175 5.009
H 8.106 -5.579 2.653
*
```